# C64H176N16O16

A cluster of 16 separate species, C64H176N16O16 in total at a distorted geometry (ωB97M-V with the def2-TZVPD basis set, the Open Molecules 2025 dataset).

Positions of all 272 atoms, in Å:
O1 4.13 -1.00 4.21
O2 1.32 7.24 -1.26
O3 -4.24 3.52 0.43
O4 -3.26 -7.24 -2.31
O5 -1.07 -0.49 -2.72
O6 -1.20 -3.43 3.70
O7 3.54 -5.17 -1.20
O8 -4.18 2.19 -5.54
O9 -7.13 1.04 2.66
O10 2.88 -5.73 4.60
O11 -1.16 0.09 1.04
O12 -8.70 -2.95 -2.04
O13 6.26 -0.36 -0.96
O14 3.41 0.42 -5.77
O15 5.53 5.43 4.08
O16 -0.31 4.31 2.62
N1 -4.24 -5.32 -0.76
N2 7.56 -3.37 -2.82
N3 1.41 1.95 -3.83
N4 2.90 3.91 -1.00
N5 3.18 -3.75 2.57
N6 -5.74 5.31 -1.45
N7 -5.26 -2.34 -0.76
N8 3.76 -3.49 -3.40
N9 1.32 0.42 2.66
N10 -1.16 7.76 3.61
N11 -4.72 -4.75 3.57
N12 -5.90 -2.30 2.41
N13 2.27 1.82 -7.67
N14 7.20 -1.42 2.08
N15 -6.18 2.52 -3.20
N16 2.78 3.72 2.26
C1 5.49 0.79 -1.33
C2 4.01 3.93 2.98
C3 1.65 -3.15 -2.17
C4 7.44 -2.38 -1.79
C5 0.00 -0.66 0.81
C6 -4.64 5.73 -0.56
C7 -6.57 -0.05 2.03
C8 6.10 -1.81 2.92
C9 2.78 5.38 -0.97
C10 -4.82 7.24 -0.32
C11 -3.06 -5.52 5.30
C12 3.88 -6.03 -0.16
C13 -0.68 5.41 3.48
C14 -4.67 4.88 0.70
C15 -0.37 3.06 3.24
C16 -4.81 2.16 -3.10
C17 -4.67 1.23 -1.90
C18 -3.54 -4.35 4.38
C19 -2.51 -4.03 3.26
C20 1.88 -4.25 3.15
C21 -2.42 -0.56 0.67
C22 3.00 -6.28 5.90
C23 3.14 -3.00 -2.14
C24 -2.03 -4.34 -0.30
C25 5.40 -0.64 3.56
C26 -1.92 -1.41 -3.34
C27 -0.59 6.72 2.72
C28 3.49 -0.87 -5.17
C29 1.21 0.24 1.22
C30 -0.06 2.22 -1.91
C31 8.82 -2.05 -1.32
C32 -2.26 -6.54 -1.52
C33 -6.08 -2.31 -3.12
C34 -2.84 3.31 0.17
C35 -7.52 -3.20 -1.24
C36 -0.34 0.34 -3.60
C37 -2.89 -5.16 -1.21
C38 -2.86 -8.53 -2.64
C39 5.67 6.74 4.60
C40 1.91 -4.72 4.52
C41 3.82 5.97 -1.94
C42 -7.48 2.24 1.88
C43 3.67 2.09 -7.37
C44 0.60 1.22 -2.83
C45 -9.77 -3.86 -1.84
C46 -3.99 1.43 -6.81
C47 -4.09 1.53 -4.34
C48 1.14 -5.19 2.21
C49 4.25 0.79 -6.90
C50 6.66 -2.81 3.97
C51 -0.09 7.70 -1.20
C52 6.54 -1.21 -2.12
C53 3.72 0.03 5.09
C54 3.73 -3.76 -0.91
C55 2.48 -0.42 0.82
C56 1.42 5.80 -1.38
C57 5.12 3.35 2.14
C58 -6.03 -0.98 3.04
C59 3.79 3.20 -6.39
C60 4.27 5.36 3.34
C61 -4.69 -0.42 3.61
C62 0.85 7.19 2.40
C63 -6.46 -2.22 -1.67
C64 -1.27 -2.12 4.21
H1 -1.02 -4.16 -0.67
H2 5.19 0.13 2.82
H3 6.66 6.80 5.02
H4 -5.09 1.68 -0.98
H5 -1.28 -1.36 3.42
H6 -3.84 -5.79 6.07
H7 1.48 -6.19 2.09
H8 5.29 -2.28 2.32
H9 2.04 1.31 -4.31
H10 -1.37 -6.49 -2.14
H11 -1.06 0.89 -4.22
H12 -3.99 7.70 0.25
H13 3.95 3.40 3.93
H14 -5.27 -2.21 1.62
H15 -5.18 -3.91 3.14
H16 -3.64 5.54 -1.02
H17 -3.73 -8.94 -3.12
H18 6.05 1.40 -2.04
H19 -6.92 -1.22 -1.38
H20 -2.08 -1.90 4.92
H21 -4.66 -1.54 -1.06
H22 2.00 2.53 -3.29
H23 3.43 3.08 -5.38
H24 -3.23 0.13 0.51
H25 -2.58 3.84 -0.77
H26 3.63 7.04 -2.00
H27 8.77 -1.34 -0.50
H28 4.55 0.49 -1.84
H29 3.34 -1.62 -5.96
H30 -0.32 -2.00 4.79
H31 -2.24 -4.96 2.80
H32 -0.18 2.34 2.46
H33 1.25 -2.80 -1.18
H34 0.10 -5.18 2.53
H35 3.59 -3.08 3.24
H36 -2.22 3.77 0.95
H37 -2.02 -8.54 -3.35
H38 3.37 -0.26 1.43
H39 -4.33 -1.07 4.38
H40 4.96 -5.98 0.14
H41 -4.86 0.53 4.11
H42 3.73 -7.00 -0.61
H43 -10.47 -3.79 -2.70
H44 -6.69 -1.04 3.89
H45 7.66 -2.54 4.31
H46 4.54 -1.04 -4.81
H47 3.83 -4.51 2.71
H48 2.73 3.57 -0.04
H49 -2.51 -3.39 -0.16
H50 1.17 -2.57 -2.95
H51 -2.07 -7.07 -0.57
H52 5.96 -2.94 4.77
H53 6.91 -1.19 1.14
H54 -2.66 -1.33 1.41
H55 -0.55 7.65 -2.16
H56 -2.68 -1.70 -2.59
H57 2.17 -3.92 5.21
H58 5.26 1.40 -0.45
H59 6.75 -3.80 3.47
H60 0.39 0.54 3.10
H61 5.18 4.03 1.26
H62 4.80 -3.56 -0.67
H63 -4.38 2.05 -7.60
H64 -9.39 -4.90 -1.72
H65 -7.65 3.02 2.68
H66 -2.72 -6.44 4.79
H67 -0.62 7.16 -0.46
H68 -2.46 -0.95 -4.16
H69 -5.44 -5.20 4.11
H70 -4.69 -5.95 -1.40
H71 8.05 -4.19 -2.48
H72 -3.61 0.97 -1.73
H73 3.83 1.00 4.59
H74 -1.69 5.26 3.84
H75 0.88 8.09 1.74
H76 2.03 -6.78 6.15
H77 3.48 5.76 4.01
H78 3.54 -4.47 -3.45
H79 1.30 -4.18 -2.29
H80 0.71 5.33 -0.67
H81 4.34 0.13 5.97
H82 3.72 -7.09 5.88
H83 -6.73 1.63 -3.09
H84 1.19 0.54 -2.21
H85 5.71 7.50 3.79
H86 -2.74 2.23 0.03
H87 3.32 4.12 -6.76
H88 -1.42 -2.32 -3.70
H89 1.19 5.41 -2.39
H90 -2.30 -1.12 -0.25
H91 -2.16 7.62 3.62
H92 1.88 -0.32 3.11
H93 -6.40 2.84 -4.16
H94 4.85 6.95 5.31
H95 3.24 -5.88 0.73
H96 -5.80 7.35 0.15
H97 -7.32 -0.63 1.48
H98 3.72 5.55 -2.94
H99 4.35 6.05 2.46
H100 1.77 2.67 -7.81
H101 3.26 -5.51 6.66
H102 -4.60 0.49 -6.73
H103 2.02 4.23 2.72
H104 -3.69 -3.43 5.01
H105 0.57 3.02 -1.53
H106 9.29 -1.54 -2.16
H107 3.37 -1.93 -2.06
H108 4.10 0.02 -7.68
H109 -5.06 0.23 -2.11
H110 -6.90 -2.23 -3.83
H111 9.36 -2.96 -1.02
H112 2.84 -0.18 -0.20
H113 2.96 5.77 0.03
H114 -5.71 4.77 1.01
H115 6.94 -0.52 -2.89
H116 -0.55 1.72 -1.09
H117 1.13 1.24 0.76
H118 4.94 2.32 1.77
H119 -8.37 2.07 1.31
H120 0.01 5.46 4.34
H121 -1.05 8.70 3.22
H122 1.08 -4.87 1.16
H123 2.65 -0.13 5.30
H124 2.21 -1.46 0.79
H125 -1.37 2.83 3.68
H126 -3.97 5.30 1.48
H127 -7.20 -4.28 -1.39
H128 7.96 -2.97 -3.67
H129 3.84 3.66 -1.26
H130 0.41 2.87 4.01
H131 -10.28 -3.62 -0.87
H132 -5.53 -3.21 -3.32
H133 -1.14 6.50 1.79
H134 -3.91 -0.32 2.88
H135 -0.03 8.76 -0.99
H136 0.30 -0.24 -4.31
H137 1.36 7.31 3.34
H138 6.06 3.32 2.68
H139 -1.93 -4.78 0.70
H140 -2.94 1.18 -6.98
H141 7.94 -2.12 2.02
H142 -5.71 4.31 -1.59
H143 5.59 -1.71 -2.46
H144 5.35 0.84 -6.55
H145 -3.05 1.38 -4.01
H146 4.17 2.45 -8.26
H147 2.54 2.71 2.31
H148 -5.82 0.23 1.24
H149 -2.53 -9.12 -1.77
H150 -7.72 -3.16 -0.17
H151 -4.82 7.74 -1.27
H152 -4.79 -3.20 -1.10
H153 0.96 -5.08 4.88
H154 1.16 -3.47 3.16
H155 -6.68 2.61 1.17
H156 4.76 -3.43 -3.32
H157 6.05 -0.07 4.30
H158 -0.84 2.75 -2.48
H159 -0.01 -1.62 1.38
H160 3.17 -3.55 0.03
H161 -3.12 -3.32 2.62
H162 4.87 3.38 -6.32
H163 4.82 5.75 -1.59
H164 -4.23 -5.75 0.15
H165 -3.00 -4.58 -2.16
H166 0.18 -0.88 -0.22
H167 2.78 -0.93 -4.36
H168 -2.21 -5.14 5.86
H169 1.29 6.39 1.75
H170 -6.80 -2.60 2.02
H171 -5.35 -1.52 -3.30
H172 -4.54 0.53 -4.42
H173 -5.68 5.74 -2.38
H174 -4.36 3.14 -2.90
H175 1.81 1.27 -6.97
H176 6.88 -2.88 -0.98

strongest force on any atom: 3.5 eV/A
HOMO energy: -8.664 eV
relative energy (zero: lowest compared OMol25 entry of this formula, charge and spin): 222.15 kJ/mol
LUMO level: 0.62 eV
HOMO-LUMO gap: 9.280 eV
E: -125814.576 eV

Atom charges from the Löwdin analysis, given in e for atoms 1 to 99: -0.2255 -0.1960 -0.2388 -0.2174 -0.1992 -0.2224 -0.2131 -0.1846 -0.1791 -0.1836 -0.1885 -0.2075 -0.2094 -0.2759 -0.1961 -0.2204 0.0562 0.0414 0.0839 0.0593 0.0890 0.0494 0.0623 0.0658 0.0508 0.0365 0.0172 0.0354 0.0469 0.0575 0.0295 0.0682 -0.0990 -0.4721 -0.0611 -0.4971 -0.1997 -0.4483 -0.2761 -0.4535 -0.4465 -0.0619 -0.0606 -0.1209 -0.1896 -0.1652 -0.1433 -0.4517 -0.0568 -0.4181 -0.1435 -0.4041 -0.0643 -0.1114 -0.4121 -0.0414 -0.1733 -0.1098 -0.4386 -0.0936 -0.4133 -0.0447 -0.0639 -0.1535 -0.0511 -0.0759 -0.2102 -0.2094 -0.4508 -0.1306 -0.1236 -0.2352 -0.0464 -0.0394 -0.4628 -0.4257 -0.1099 -0.0328 -0.2312 -0.0494 -0.1625 -0.0473 -0.0548 -0.1605 -0.1214 -0.1547 -0.0491 -0.2263 -0.0513 -0.3920 -0.0753 -0.1874 -0.0222 -0.0476 -0.4315 -0.1185 0.0774 0.0932 0.0794